1.
Density functional theory data (the ωB97M-V functional and the def2-TZVPD basis) for a structure of composition C9H18O in a non-equilibrium geometry.

Properties
2S+1: 1
HOMO: -8.57 eV
Kohn-Sham gap: 9.39 eV
LUMO energy: 0.8 eV
E: -428.871157 Ha
Relative energy (zero: lowest compared OMol25 entry of this formula, charge and spin): 2.399 eV

Last column: natural (NBO) charge in e.
CARTESIAN COORDINATES (ANGSTROEM)
C  0.018  -0.629  0.166  0.317
C  0.147  0.766  -1.143  0.013
C  -0.420  0.267  1.238  -0.437
C  -0.942  -1.726  -0.252  -0.667
C  0.344  0.008  -2.460  -0.637
C  -1.069  1.682  -1.279  -0.644
C  1.403  1.602  -0.877  -0.645
C  -0.538  -0.787  2.684  -0.188
C  0.502  -1.045  3.475  -0.438
O  1.314  -1.105  0.339  -0.738
H  1.288  -1.996  0.719  0.479
H  -1.440  0.629  1.142  0.222
H  0.303  1.016  1.549  0.228
H  -1.538  -1.122  2.960  0.187
H  -0.606  -2.198  -1.179  0.225
H  -0.965  -2.519  0.502  0.215
H  -1.957  -1.348  -0.379  0.221
H  -1.994  1.112  -1.401  0.207
H  1.619  2.280  -1.715  0.208
H  -0.563  -0.521  -2.767  0.201
H  1.162  -0.717  -2.392  0.217
H  0.593  0.693  -3.284  0.202
H  -1.180  2.350  -0.419  0.208
H  -0.975  2.346  -2.151  0.216
H  1.302  2.234  0.010  0.202
H  2.289  0.971  -0.753  0.228
H  1.507  -0.708  3.222  0.198
H  0.394  -1.534  4.442  0.199

---

2.
Density functional theory data (the ωB97M-V functional and the def2-TZVPD basis) for a structure of composition C45H37FN12O7S2Sn in a non-equilibrium geometry.

Properties
2S+1: 1
HOMO: -2.24 eV
Kohn-Sham gap: 5.98 eV
LUMO energy: 3.7 eV
E: -4031.528708 Ha
Relative energy (zero: lowest compared OMol25 entry of this formula, charge and spin): 0.400 eV
Charge: -2

Last column: Mulliken charge in e.
CARTESIAN COORDINATES (ANGSTROEM)
Sn  -0.159  0.829  -0.767  2.109
O  3.847  3.168  -1.295  -0.739
C  2.808  2.610  -0.962  -0.575
N  1.718  2.343  -1.707  0.386
C  1.714  2.666  -3.019  -0.256
O  2.639  3.081  -3.704  -0.722
C  0.381  2.458  -3.702  0.313
C  0.252  2.906  -5.015  -0.641
C  -0.951  2.740  -5.671  -0.311
C  -1.994  2.137  -4.986  -1.022
C  -1.779  1.723  -3.683  -0.174
N  -0.623  1.877  -3.064  0.335
C  2.704  2.118  0.465  0.444
C  3.872  2.080  1.226  -0.393
C  3.813  1.605  2.521  -0.593
C  2.590  1.171  3.011  -0.612
C  1.485  1.232  2.181  -0.514
N  1.543  1.707  0.950  0.866
H  1.111  3.364  -5.483  0.526
H  -1.078  3.077  -6.693  0.391
H  -2.956  1.984  -5.450  0.439
H  -2.559  1.240  -3.111  0.542
H  4.795  2.421  0.776  0.516
H  4.706  1.563  3.135  0.414
H  2.490  0.786  4.018  0.487
H  0.508  0.886  2.490  0.115
C  -4.064  1.756  2.508  -1.900
C  -2.747  1.014  2.549  0.614
N  -1.620  1.599  2.448  0.074
N  -1.487  2.926  2.351  -0.627
C  -1.464  3.532  1.237  0.284
S  -1.759  2.951  -0.369  -0.599
S  -1.160  5.274  1.284  -0.202
C  -0.858  5.580  3.083  -1.160
C  0.593  5.482  3.403  0.551
C  1.459  6.522  3.077  -0.452
C  2.813  6.418  3.333  -0.555
C  3.321  5.274  3.927  -0.498
C  2.467  4.236  4.257  -0.387
C  1.114  4.336  3.991  0.020
C  -2.761  -0.443  2.656  0.345
C  -3.663  -1.083  3.496  -0.530
C  -3.762  -2.461  3.544  -0.819
C  -2.952  -3.221  2.714  -0.911
C  -2.057  -2.617  1.863  -0.531
C  -1.896  -1.208  1.811  -0.165
O  -1.036  -0.682  1.022  -0.213
H  -4.054  2.440  1.658  0.342
H  -4.191  2.343  3.421  0.293
H  -4.901  1.071  2.395  0.492
H  -1.445  4.822  3.598  0.345
H  -1.244  6.582  3.270  0.588
H  1.063  7.407  2.594  0.354
H  3.479  7.226  3.057  0.358
H  4.381  5.187  4.120  0.366
H  2.864  3.338  4.710  0.415
H  0.451  3.513  4.216  0.153
H  -4.304  -0.493  4.140  0.450
H  -4.464  -2.937  4.217  0.360
H  -3.026  -4.303  2.732  0.377
H  -1.445  -3.216  1.200  0.498
C  1.506  -2.245  1.547  1.034
C  2.463  -1.843  0.496  -0.168
N  2.330  -0.797  -0.269  1.424
C  3.427  -0.735  -1.067  -0.714
C  4.258  -1.771  -0.779  -1.418
N  3.645  -2.485  0.229  0.392
C  4.123  -3.721  0.768  -0.885
N  4.394  -4.670  -0.275  0.705
N  5.554  -5.351  -0.319  -0.869
N  5.586  -6.103  -1.346  -0.536
C  4.430  -5.941  -2.050  -0.026
C  3.976  -6.509  -3.242  -0.720
C  2.744  -6.100  -3.699  -0.501
C  1.966  -5.161  -3.008  -0.758
C  2.387  -4.594  -1.825  -0.588
C  3.631  -4.997  -1.357  1.336
H  0.574  -1.721  1.331  -2.147
H  1.855  -1.931  2.531  0.290
H  1.331  -3.320  1.566  0.631
H  3.541  0.044  -1.790  0.687
H  5.201  -2.070  -1.187  0.509
H  3.360  -4.114  1.455  0.389
H  5.069  -3.588  1.313  0.353
H  4.583  -7.224  -3.776  0.412
H  2.361  -6.504  -4.626  0.356
H  1.012  -4.865  -3.417  0.521
H  1.784  -3.869  -1.304  0.593
F  -6.371  -4.347  -3.194  -0.347
C  -6.053  -3.104  -2.741  0.211
C  -4.797  -2.862  -2.280  0.079
N  -4.437  -1.667  -1.766  0.399
C  -3.067  -1.435  -1.420  0.145
C  -2.127  -1.549  -2.700  0.198
O  -2.608  -2.144  -3.661  -0.796
O  -1.008  -1.043  -2.557  -0.619
C  -5.305  -0.592  -1.791  0.295
O  -5.024  0.521  -1.419  -0.598
N  -6.572  -0.892  -2.253  -0.026
C  -7.069  -2.092  -2.755  0.246
O  -8.228  -2.179  -3.125  -0.714
H  -4.049  -3.638  -2.283  0.431
H  -2.712  -2.177  -0.705  -0.341
H  -2.965  -0.445  -0.979  -0.164
H  -7.220  -0.114  -2.244  0.241

---

3.
Density functional theory data (the ωB97M-V functional and the def2-TZVPD basis) for a cluster of 16 separate species, C35H66Cl27O8P in total in a non-equilibrium geometry.

Properties
2S+1: 1
HOMO: -7.18 eV
Kohn-Sham gap: 5.65 eV
LUMO energy: -1.5 eV
E: -14741.141514 Ha
Relative energy (zero: lowest compared OMol25 entry of this formula, charge and spin): 3.860 eV

Last column: Mulliken charge in e.
CARTESIAN COORDINATES (ANGSTROEM)
C  3.506  0.229  0.682  -1.358
C  2.079  -0.343  0.778  -0.016
C  1.277  0.022  -0.542  -0.726
C  -0.292  -0.154  -0.411  -1.178
P  -1.200  1.336  0.157  0.737
C  -0.718  1.812  1.790  -1.032
C  0.311  2.924  1.871  -0.516
C  0.655  3.503  3.305  -0.835
C  0.938  2.454  4.439  -1.081
C  -0.928  2.649  -1.082  -1.197
C  -1.436  2.319  -2.491  -0.901
C  -0.338  1.977  -3.485  -0.224
C  -0.935  1.962  -4.931  -1.503
C  -2.928  0.815  0.148  -1.182
C  -4.043  1.857  0.557  -0.599
C  -4.423  2.855  -0.574  0.039
C  -5.503  3.952  -0.302  -1.465
H  4.260  0.006  1.437  0.381
H  3.349  1.297  0.826  0.280
H  4.056  0.022  -0.236  0.322
H  1.494  0.116  1.575  -0.119
H  2.248  -1.405  0.961  0.432
H  1.639  -0.697  -1.278  0.570
H  1.505  1.031  -0.883  0.336
H  -0.511  -0.952  0.298  0.670
H  -0.701  -0.409  -1.389  0.473
H  -0.355  0.893  2.251  0.709
H  -1.602  2.082  2.367  0.711
H  -0.083  3.768  1.305  0.346
H  1.283  2.796  1.396  0.193
H  -0.215  4.120  3.534  0.319
H  1.484  4.210  3.347  0.431
H  -0.015  1.928  4.497  0.278
H  1.062  2.929  5.412  0.381
H  1.750  1.749  4.260  0.275
H  0.141  2.847  -1.159  0.724
H  -1.478  3.495  -0.671  0.667
H  -1.974  3.223  -2.776  0.518
H  -2.159  1.504  -2.457  0.251
H  0.119  1.004  -3.306  0.190
H  0.418  2.761  -3.456  0.371
H  -0.289  1.647  -5.750  0.377
H  -1.320  2.927  -5.260  0.380
H  -1.858  1.400  -5.070  0.366
H  -2.910  0.056  0.930  0.507
H  -3.150  0.319  -0.797  0.675
H  -3.695  2.428  1.418  0.259
H  -4.925  1.252  0.766  0.425
H  -4.743  2.230  -1.408  0.275
H  -3.598  3.504  -0.866  -0.037
H  -6.500  3.545  -0.137  0.384
H  -5.565  4.551  -1.210  0.385
H  -5.348  4.626  0.541  0.337
Cl  -0.435  -5.233  6.058  1.609
O  -1.442  -4.505  5.321  -0.672
O  0.569  -4.339  6.538  -0.644
O  -1.093  -5.903  7.151  -0.651
O  0.130  -6.202  5.187  -0.642
C  10.283  -9.243  5.493  -0.837
C  11.069  -9.265  4.391  0.953
C  10.858  -8.355  3.176  0.330
O  11.510  -8.397  2.117  -0.570
C  9.715  -7.459  3.395  -0.838
C  8.882  -7.411  4.486  0.386
C  9.134  -8.284  5.657  0.840
O  8.520  -8.335  6.720  -0.603
O  7.860  -6.521  4.679  -0.524
O  12.207  -9.996  4.344  -0.452
H  10.584  -9.877  6.313  0.278
H  9.555  -6.825  2.536  0.400
H  7.477  -6.622  5.553  0.344
H  12.304  -10.381  5.218  0.293
C  -13.081  10.189  -1.697  -0.226
Cl  -12.398  10.114  -0.064  -0.145
Cl  -13.431  11.873  -2.195  -0.146
H  -12.342  9.748  -2.367  0.266
H  -14.051  9.699  -1.618  0.251
C  12.040  -3.481  -3.400  -0.229
Cl  12.937  -2.251  -4.415  -0.158
Cl  10.301  -3.221  -3.711  -0.139
H  12.359  -4.443  -3.801  0.244
H  12.276  -3.428  -2.338  0.282
C  3.302  -9.957  -0.182  -0.223
Cl  4.528  -10.971  -0.864  -0.146
Cl  1.963  -9.756  -1.264  -0.145
H  2.948  -10.519  0.682  0.248
H  3.624  -8.945  0.062  0.267
C  2.066  4.743  -14.209  -0.221
Cl  2.594  5.890  -12.944  -0.160
Cl  0.591  5.364  -14.942  -0.127
H  2.855  4.746  -14.961  0.249
H  1.985  3.827  -13.624  0.259
C  3.198  -7.048  -7.253  -0.218
Cl  3.938  -7.328  -8.769  -0.112
Cl  3.213  -5.253  -6.929  -0.179
H  2.143  -7.300  -7.151  0.265
H  3.810  -7.460  -6.450  0.244
C  -8.994  6.276  6.276  -0.235
Cl  -9.794  4.869  5.517  -0.151
Cl  -7.267  6.308  6.175  -0.136
H  -9.379  7.205  5.855  0.262
H  -9.318  6.291  7.317  0.260
C  -5.927  11.588  -0.389  -0.223
Cl  -4.745  10.292  -0.736  -0.151
Cl  -6.881  11.932  -1.827  -0.138
H  -6.634  11.267  0.376  0.249
H  -5.424  12.498  -0.063  0.263
C  7.121  -2.037  9.992  -0.211
Cl  8.660  -2.573  9.333  -0.153
Cl  7.093  -0.347  10.259  -0.142
H  6.478  -2.184  9.125  0.218
H  6.818  -2.584  10.885  0.287
C  -6.232  2.492  -12.782  -0.228
Cl  -5.517  2.300  -14.331  -0.132
Cl  -5.684  4.055  -12.115  -0.152
H  -7.278  2.255  -12.588  0.310
H  -5.717  1.689  -12.256  0.203
C  -12.612  -2.510  0.589  -0.228
Cl  -13.445  -1.062  1.142  -0.141
Cl  -11.405  -2.041  -0.661  -0.151
H  -12.182  -3.043  1.438  0.273
H  -13.380  -3.168  0.183  0.247
C  -4.467  -7.386  0.039  -0.221
Cl  -5.842  -6.410  0.536  -0.129
Cl  -4.011  -7.064  -1.698  -0.174
H  -3.593  -7.087  0.619  0.253
H  -4.597  -8.461  0.168  0.272
C  8.954  2.303  -6.136  -0.225
Cl  10.058  3.543  -6.654  -0.129
Cl  7.265  2.983  -6.212  -0.165
H  8.997  1.425  -6.781  0.257
H  9.211  1.966  -5.132  0.262
C  -4.659  3.008  11.143  -0.233
Cl  -6.106  4.068  11.423  -0.151
Cl  -3.161  3.942  11.086  -0.143
H  -4.566  2.208  11.877  0.280
H  -4.722  2.536  10.162  0.248

---

4.
Density functional theory data (the ωB97M-V functional and the def2-TZVPD basis) for a cluster of 3 separate species, C2H11NO2S2 in total in a non-equilibrium geometry.

Properties
2S+1: 1
HOMO: -8.71 eV
Kohn-Sham gap: 9.02 eV
LUMO energy: 0.3 eV
E: -1084.379092 Ha
Relative energy (zero: lowest compared OMol25 entry of this formula, charge and spin): 0.699 eV
SMILES string: NCCSS.O.O

Last column: natural (NBO) charge in e.
CARTESIAN COORDINATES (ANGSTROEM)
N  -2.357  -0.106  -1.003  -0.814
C  -1.704  0.013  0.344  -0.244
C  -1.201  1.436  0.504  -0.541
S  0.570  1.577  0.941  0.098
S  0.756  0.296  2.542  -0.148
H  -2.953  -0.941  -0.962  0.350
H  -3.066  0.621  -1.013  0.337
H  -0.876  -0.694  0.353  0.206
H  -2.437  -0.268  1.108  0.177
H  -1.750  1.977  1.281  0.217
H  -1.244  1.927  -0.473  0.240
H  -0.276  0.663  3.319  0.121
O  5.630  4.324  -2.586  -0.934
H  5.535  3.368  -2.712  0.467
H  4.858  4.555  -2.058  0.467
O  0.256  -6.543  0.399  -0.934
H  -0.290  -6.586  -0.397  0.466
H  0.548  -5.618  0.413  0.467

---

Which of these has the highest HOMO? C45H37FN12O7S2Sn